(1)
68
Properties=species:S:1:pos:R:3:lowdin_spin:R:1 method="wB97M-V/def2-TZVPD" multiplicity=4 total_charge=+3 energy_ha=-4803.10279 gap_ha="0.2139 / 0.2082" homo_ev="-17.042 / -17.051" molar_mass_g_mol=837.996 e_lumo_ha="-0.412 / -0.418"
H 4.1566 -2.7456 -3.5219 0.000
C 0.6645 -3.5483 2.0535 0.001
C 4.3063 1.6198 2.6369 0.000
H 0.5189 4.3250 0.9559 -0.001
H -4.8280 -0.0837 -1.0024 0.003
C 2.1827 -1.4727 -0.4035 0.007
H 1.1261 2.6432 1.0583 0.000
Re -1.4430 0.9225 -0.4702 2.218
H 5.3318 1.8694 2.3517 0.000
C -1.0996 -2.7450 4.0860 0.000
H -1.1287 -4.8318 4.6636 0.000
C 4.0461 -2.7217 -1.3531 0.000
H -4.7610 -1.7042 -1.7617 0.001
P -2.5653 -0.8489 -1.2957 0.064
C 3.3281 -2.2697 -0.2417 0.002
O -0.2272 0.1255 0.6511 0.147
H 2.1118 -1.3467 -3.8160 0.000
H -2.9558 -1.4748 1.0441 0.001
I -2.9049 1.9426 -3.8835 0.029
C -2.6095 -1.9971 0.1443 -0.001
C 0.2335 3.2682 0.9128 -0.003
C 2.4674 -1.6048 -2.8104 0.001
C -0.7296 -4.0883 3.9693 0.001
H 4.9370 -3.3333 -1.2341 0.000
H -2.4550 4.3478 -0.3453 0.003
C -4.3234 -0.6975 -1.7550 0.021
H -4.3790 -0.2042 -2.7371 0.000
C 1.6712 0.9687 3.3517 0.001
H 0.8866 -0.4847 -1.8315 0.016
H 0.6546 0.7027 3.6228 0.000
C -1.5714 4.4374 -0.9874 0.021
H -0.8927 -0.7534 3.2654 0.000
H 1.7010 2.5125 -1.5782 0.000
C 3.7524 2.1197 3.8232 0.001
P -0.5257 2.9633 -0.7426 0.064
H -1.8762 4.4689 -2.0423 0.000
C -1.9045 -1.9971 -2.5498 0.014
H -1.7821 -2.4208 4.8758 0.000
H -2.4984 -2.9241 -2.5218 0.000
C -4.1673 2.6938 -5.4628 0.023
H -3.6621 3.5493 -5.9177 0.001
C -0.5901 -1.7944 3.1891 0.000
H 1.3880 4.2723 -1.4614 0.000
Cl -3.4453 1.9039 0.1254 0.298
H -1.0021 5.3315 -0.6983 0.001
H 3.6663 -2.5411 0.7655 0.000
H -5.1251 3.0059 -5.0335 0.000
H -1.9654 -1.5206 -3.5368 0.000
C 2.2279 0.4591 2.1738 0.002
H -1.6144 -2.4142 0.3440 0.000
As 1.2098 -0.8287 1.1553 0.031
H 0.6715 3.3120 -2.8162 0.000
H 0.3914 -5.5488 2.8172 0.000
C 3.5435 0.7946 1.7987 0.002
H -3.3092 -2.8037 -0.1067 -0.001
C 3.6027 -2.3879 -2.6485 0.000
C 0.3251 -2.1888 2.2059 0.001
H -4.3243 1.9074 -6.2010 0.001
H -0.8563 -2.2347 -2.3159 0.000
H -0.4827 3.0507 1.7143 0.001
H 1.9755 2.2360 5.0705 0.000
C 2.4319 1.8143 4.1725 0.000
H 1.3342 -3.8505 1.2552 0.000
H 3.9582 0.3951 0.8816 0.000
C 1.7646 -1.1324 -1.7005 0.011
H 4.3479 2.7745 4.4647 0.000
C 0.9550 3.3023 -1.7558 0.014
C 0.1348 -4.4953 2.9408 0.000

***

(2)
94
Properties=species:S:1:pos:R:3:lowdin_charge:R:1 method="wB97M-V/def2-TZVPD" relative_energy_kj_mol=379.0 total_charge=0 energy_ha=-75900.84362 gap_ha=0.3373 homo_ev=-9.602 molar_mass_g_mol=2715.783 e_lumo_ha=-0.016
H 2.2776 -1.3360 -4.2680 0.088
H 0.7483 3.3253 -2.3104 0.109
Br 3.6335 -6.3612 -2.5237 0.551
H 0.3412 0.8430 -1.0438 0.112
C -3.0964 0.9496 1.3618 -0.244
H -3.1541 -1.2223 -0.8176 0.138
C 2.7196 2.4916 -2.6036 -0.423
Br -9.0377 -0.4031 2.1359 0.544
H 4.4118 -7.3419 -0.3757 -0.029
Br -11.2938 -2.0600 0.5621 0.571
H 1.5902 0.3047 -4.8993 0.081
C 2.0283 -1.2100 -1.7353 -0.146
H -7.8828 -1.2583 6.2855 -0.061
Br -12.5338 -5.1177 3.4012 0.547
C 3.8175 -6.4575 -0.5954 -1.610
O 3.3343 3.4744 -3.0623 0.032
Br -2.1657 1.5266 6.2959 0.561
C 1.3962 2.6208 -1.6992 -0.215
H 2.2113 -3.2349 -0.2690 0.039
Br 9.9642 -1.5581 -3.4671 0.558
Br -4.8103 -0.2971 6.3324 0.566
H 2.9344 -1.7854 -2.1512 0.130
H -3.8624 0.3441 -2.8061 0.115
H -3.8817 1.1496 4.5351 -0.069
C 1.5322 -0.4793 -4.0774 -0.056
Br -9.5333 -5.8314 4.2957 0.548
Br 0.1110 5.4753 -0.5327 0.658
H 1.0569 -2.5826 0.9997 0.078
Br 3.9548 -1.2811 -7.6905 0.579
N 3.0116 1.0475 -2.7572 0.065
Br 4.6959 0.9700 -5.5234 0.696
C -0.6120 1.3946 -2.9340 -0.138
Br 7.2206 4.5517 4.3870 0.566
Br -10.5609 -6.6124 1.3543 0.562
C -3.3164 -0.1043 -0.6786 -0.191
C -10.6983 -5.3524 2.8216 -1.630
C -10.9275 -0.8153 2.0038 -1.624
H -0.4414 1.3823 -4.0666 0.113
H 6.1630 -0.3390 -7.0443 -0.025
O -2.3431 0.4081 0.2814 -0.106
C 5.4179 4.3215 3.7121 -1.614
H 1.9774 5.2614 2.3934 0.026
H -1.1286 -0.4917 -1.8320 0.106
C 0.7177 1.1885 -2.0694 -0.183
Br 4.5790 2.7274 4.4312 0.547
C 1.6757 2.9136 -0.1567 -0.553
H 1.4364 -0.3192 0.3207 0.094
C 2.2336 -0.9730 -0.1680 -0.236
C 1.8166 0.1218 -2.5948 -0.376
H 2.9214 -2.6287 1.3003 0.046
Br -5.0536 2.8751 5.8893 0.557
H 0.4912 -0.9715 -4.0316 0.085
H -1.1572 2.3824 -2.7085 0.113
Br 5.8738 -2.0005 -5.2164 0.594
C 9.1163 -0.0672 -4.3714 -1.626
H -1.8557 -0.4209 -3.5797 0.110
Br 8.9231 1.4677 -3.2037 0.544
C 1.3523 4.4611 1.8808 -0.173
Br -12.0071 0.7887 1.8642 0.573
C -1.6403 0.1711 -2.6234 -0.183
H 3.2815 -0.5872 0.0764 0.045
Br 8.5191 0.7417 1.1282 0.567
H 2.6108 4.9881 0.1127 0.097
H 8.1125 -0.3891 -4.6425 -0.108
Br 6.4182 -1.5521 1.9177 0.556
Br 6.2213 -0.1164 -0.9482 0.536
H -3.0980 1.8063 -1.8488 0.113
C 6.7069 0.0848 0.9176 -1.604
O -3.3684 0.2922 2.3827 0.043
Br -10.1078 -2.1743 5.6622 0.549
C 5.2944 -0.6226 -6.4531 -1.571
H 1.7208 3.4485 2.2766 0.060
C 1.6078 4.4510 0.2696 -0.730
H -10.3578 -4.3889 2.4463 -0.068
H -4.4005 0.0666 -0.3771 0.127
H 1.0254 2.2476 0.4946 0.104
Br 2.1038 -6.6928 0.2813 0.561
Br 4.7843 -4.9331 0.1112 0.562
H 0.2422 4.6350 2.1123 0.066
H 6.0439 0.8396 1.3375 -0.065
H 5.4960 4.1823 2.6353 -0.040
Br 4.3338 5.9027 4.0037 0.583
Br -8.1602 -2.9353 8.0994 0.565
C -3.0617 0.6926 -2.0691 -0.146
Br -9.3152 0.0502 7.8387 0.567
C 2.0943 -2.4299 0.5482 -0.133
H 3.2920 1.0470 -3.7599 -0.043
H -3.5034 2.0193 1.3179 0.170
C -8.7453 -1.5396 6.8872 -1.609
H -11.2106 -1.3102 2.9311 -0.071
H 1.0887 -1.8643 -1.8633 0.129
Br 10.0296 0.3904 -6.0202 0.556
Br 3.5748 2.3307 0.2248 0.749
C -3.9658 1.2937 5.6114 -1.614

***

(3)
72
Properties=species:S:1:pos:R:3:lowdin_charge:R:1 method="wB97M-V/def2-TZVPD" total_charge=+1 energy_ha=-2387.10160 gap_ha=0.2245 homo_ev=-9.422 molar_mass_g_mol=533.532 e_lumo_ha=-0.122
C -1.9042 0.2725 -6.8945 -0.150
C -3.1168 0.4333 -7.5107 -0.113
H 4.7210 -0.3291 0.7089 0.133
C -1.5605 1.9747 -1.6531 -0.142
H -2.2821 5.0551 -2.5582 0.097
N 3.0109 -0.5860 1.8277 0.010
C 1.5016 -1.8976 -5.5738 -0.113
C -4.5201 -2.9232 6.6083 -0.105
C 0.3566 2.9875 2.0075 -0.056
H -1.9371 -2.6897 4.5534 0.083
C -2.4347 2.8426 -2.2466 -0.095
H -2.8325 -2.8364 -7.0871 0.105
H 1.4700 -1.6142 -6.6135 0.101
H 3.2465 0.9794 -1.1355 0.123
H 3.8870 1.1409 1.1073 0.118
H 2.6920 1.4731 5.1497 0.087
H 1.8756 2.2333 6.5183 0.080
C 1.5982 2.1129 2.0837 -0.175
H 2.5136 -3.3379 3.4034 0.155
N -0.4778 2.7003 -1.2253 -0.013
H -3.5505 1.3718 -7.8129 0.089
Cl -1.1194 0.1122 3.3649 0.765
H 0.1722 3.5087 2.9456 0.089
C -1.8588 4.1409 -2.1778 -0.095
H -3.8221 -4.5223 5.2040 0.090
H -3.3800 2.5778 -2.6894 0.098
C -2.7903 -1.7630 -7.1567 -0.140
Cl -0.7107 1.4315 6.2128 0.761
C 0.3457 0.8706 3.8596 -0.746
C 0.9881 -1.1734 -4.5293 -0.146
N -2.9424 -1.4934 6.0075 -0.006
H -0.9070 -1.4679 -6.2396 0.092
C 1.8388 2.0877 5.4421 -0.071
N 3.2724 -1.9250 2.0279 0.144
H 0.5086 3.7415 1.2344 0.080
H 1.9024 1.8283 1.0782 0.077
H -1.6132 0.9091 -1.5074 0.101
H -5.3721 -3.3581 7.1029 0.093
C -3.6801 -0.8612 -7.6773 -0.111
H -2.3752 -0.6670 5.9531 0.056
C 2.0352 -0.2818 2.7101 -0.276
H 1.9355 3.0691 4.9713 0.089
N 1.2412 -1.8650 -3.3781 0.001
H 2.1982 -3.7188 -2.9015 0.100
H -4.3460 -0.8877 7.4974 0.107
C 2.0932 -3.0701 -5.0286 -0.096
C 0.5488 1.4304 5.0462 -0.699
H 1.1034 0.4751 0.1087 0.040
H 0.0943 4.7613 -1.3066 0.104
H 0.3251 2.3123 -0.7714 0.091
C 3.7290 0.1224 0.7699 -0.085
C 2.4924 -2.3260 3.0255 -0.078
H -1.1645 0.9966 -6.5967 0.100
H 2.4253 2.6647 2.5407 0.129
H 1.2988 -1.0573 -0.3333 0.079
N 1.5582 -0.1085 -0.5882 0.025
C 1.9147 -3.0222 -3.6725 -0.145
N 1.7334 -1.3620 3.4787 0.192
H -4.6274 -1.1009 -8.1302 0.090
N 1.3746 0.8756 2.8638 -0.035
C -0.6520 4.0226 -1.5454 -0.145
H 0.4644 -0.2317 -4.5056 0.110
C -3.7083 -3.5326 5.6135 -0.109
H 2.5859 -3.8577 -5.5732 0.096
N -1.7138 -1.0658 -6.6828 0.006
H 0.9658 -1.5582 -2.4640 0.100
H 3.4205 -0.7595 -1.1926 0.115
C -2.7441 -2.6255 5.2635 -0.165
H 3.9641 -2.4159 1.4820 0.187
C -4.0219 -1.6673 6.8295 -0.135
H -0.5290 2.4126 1.7364 0.072
C 3.0053 0.0580 -0.6018 -0.216

***

(4)
69
Properties=species:S:1:pos:R:3:nbo_charge:R:1 method="wB97M-V/def2-TZVPD" relative_energy_kj_mol=12.1 total_charge=0 energy_ha=-1858.71367 gap_ha=0.2933 homo_ev=-8.004 molar_mass_g_mol=474.049 e_lumo_ha=-0.001
H -4.5128 -0.1348 2.8792 0.156
H 3.0581 -3.0054 3.7074 0.232
H -2.7475 1.7957 2.3724 0.156
N 5.3766 -0.0178 0.1714 -0.444
N 1.1212 1.6214 -1.0809 -0.641
H -1.1038 0.8354 0.3316 0.166
C 2.8853 -1.9069 1.9027 0.268
C -2.4212 -2.1860 -1.4171 -0.025
C 2.0773 2.5740 -0.9969 0.697
H -7.0237 -0.4656 2.8360 0.211
C -6.4806 -0.0833 1.9752 -0.614
C 3.3982 -2.0611 3.2849 -0.659
H 3.9534 1.3159 -2.6365 0.213
H 3.0274 -1.2554 3.9190 0.230
H 4.4837 -2.0379 3.2834 0.234
H 6.0259 1.2953 -1.2666 0.190
H 4.9231 0.5552 2.1100 0.195
C -2.2701 -2.4688 -0.0668 -0.236
C 4.9302 -1.3759 0.4129 -0.238
H -4.2203 1.8562 -1.2625 0.203
H 4.1526 2.9020 -0.7642 0.222
N -4.5693 1.3589 1.3694 -0.449
H -4.6913 -0.1874 -0.0177 0.208
H 5.6617 -0.3338 -1.8571 0.199
C 3.9252 0.9400 -1.6126 -0.426
C 4.9147 0.9858 1.1058 -0.218
C -3.5912 2.3080 1.8704 -0.239
H -2.9025 0.6925 -1.5037 0.198
N 2.5022 -1.5841 -0.2569 -0.484
C -0.0890 -1.6897 -1.6052 -0.185
H -1.4684 -1.5852 -3.2380 0.236
H -7.1097 0.6288 1.4486 0.215
H 3.2446 0.0891 -1.5723 0.223
H 2.7611 0.7983 0.9513 0.195
C -3.3879 1.3423 -0.7741 -0.224
C 3.5247 1.5601 0.7896 -0.404
H 5.2035 -1.9703 -0.4620 0.219
C -3.9453 0.5007 0.3796 -0.246
H -2.3420 3.8873 1.0666 0.202
C 0.0767 -1.9620 -0.2461 -0.055
H -3.1221 -2.7807 0.5166 0.234
H -3.1305 -0.0981 0.8322 0.158
H -0.2980 2.9541 -1.7228 0.240
H 3.3153 2.3898 1.4677 0.217
H -0.8947 -2.5670 1.5662 0.231
C 5.3178 0.4619 -1.1929 -0.209
C -3.0623 3.1514 0.7055 -0.215
H 5.6430 1.8044 1.0802 0.195
H 5.4984 -1.7536 1.2725 0.199
N -2.4497 2.3571 -0.3389 -0.452
C 1.3862 -1.8591 0.3571 0.462
C -1.3348 -1.7964 -2.1887 -0.238
H -4.0772 2.9600 2.6001 0.202
H -0.6589 1.2479 -2.0882 0.185
O 1.8508 3.7528 -1.1757 -0.631
H -0.6467 2.5136 0.6890 0.204
O 1.5547 -2.0663 1.6798 -0.409
C 3.4776 -1.6089 0.7030 0.049
C -1.1147 1.8669 -0.0569 -0.228
H -3.9058 3.6816 0.2542 0.199
H 1.3520 0.6627 -0.8741 0.399
H 0.7702 -1.4057 -2.1921 0.240
C 3.4701 2.0508 -0.6622 -0.318
H -5.4634 1.3251 3.2240 0.194
Cl -3.9797 -2.3224 -2.1456 0.019
C -5.2041 0.6091 2.4391 -0.207
C -1.0247 -2.3519 0.5165 -0.184
C -0.2632 1.9343 -1.3353 -0.218
H -6.2674 -0.9165 1.3110 0.200

***

(5)
71
Properties=species:S:1:pos:R:3:lowdin_spin:R:1 method="wB97M-V/def2-TZVPD" multiplicity=5 total_charge=+1 energy_ha=-3279.97939 gap_ha="0.2009 / 0.2373" homo_ev="-10.065 / -10.117" molar_mass_g_mol=558.710 e_lumo_ha="-0.169 / -0.134"
N 0.4340 -1.3728 1.1950 -0.007
C 2.0406 0.6257 -2.1157 0.013
H -3.9210 -2.0076 2.0462 0.000
H -4.5599 -1.7736 0.3974 0.000
C 4.5306 1.2293 1.5194 -0.001
H 0.7557 2.2669 -0.6057 0.001
H -3.7720 -1.9770 -2.6433 0.001
S 2.2278 -1.3428 3.1406 0.006
N 6.0505 2.2188 -1.6406 -0.001
S 2.1014 1.8590 2.5745 -0.002
H -3.0039 0.5631 4.4999 0.000
C 5.2976 2.2488 -0.5192 -0.001
H -3.3202 1.7802 -1.1336 0.000
H -2.5336 -2.7626 -3.8661 0.000
H -4.1144 1.3957 2.4069 0.000
C 3.5129 2.1994 1.5789 -0.001
C -3.3497 0.6277 2.3562 0.000
H -0.2075 3.0817 -1.8689 0.003
O 2.6130 1.2924 3.8132 0.002
H -4.3550 -0.4745 3.9180 0.000
H 1.7146 -2.0110 -4.0715 0.001
H -5.4423 -1.0226 1.8035 0.000
C -1.8037 0.6618 -2.1466 0.004
H -1.2909 -3.6725 -2.9838 0.002
C -0.2013 2.2604 -1.1385 0.011
O 1.1852 2.9724 2.4948 -0.002
N 1.3063 0.7583 1.6382 -0.032
H 1.6709 -3.7677 3.1535 -0.002
H 4.4774 4.1867 -0.9786 0.000
C 1.2922 -2.2155 -3.0588 0.010
O -3.6786 -0.1230 1.1533 0.006
H 2.7524 -0.1428 -2.3362 0.000
C -2.8059 1.7535 -2.1024 -0.001
C -1.1069 -1.5434 -2.9355 0.036
C 1.2849 -0.5168 1.8877 0.009
H -3.2966 -1.9124 5.3529 0.000
H -3.7958 -0.8192 -4.0063 0.001
O -2.3889 -1.2508 3.5828 0.001
Cr -0.2132 -0.8845 -0.5752 3.822
H 6.6530 1.3903 -1.7962 0.000
H -2.2949 2.6955 -2.2984 0.000
C 5.4207 1.2567 0.4709 0.000
C 3.5028 3.2982 0.6966 -0.001
C 0.5057 -2.6145 1.7571 0.027
H 2.2312 1.4718 -2.7966 0.002
C -3.3329 -0.1285 3.6572 0.000
C -2.1420 -0.5968 -2.6214 0.025
H -1.4975 -1.5308 5.4412 0.000
H -1.0505 2.4532 -0.4586 0.001
H 6.2836 3.0329 -2.2019 0.000
H -2.0731 -3.0147 4.5809 0.000
H -0.1771 -3.3368 1.2938 0.007
C 4.4463 3.3429 -0.2946 0.000
C -4.4387 -1.2989 1.3795 0.000
C 0.6449 0.1431 -2.2820 0.027
C -1.4488 -2.8011 -3.6273 0.007
H -0.8966 -2.9905 -4.5670 0.001
H -3.5801 1.5047 -2.8519 0.000
C -3.6064 -0.9536 -2.9393 0.003
C -2.3383 -1.9733 4.8283 0.000
H 6.1676 0.5011 0.3776 0.000
H 0.7931 -3.1883 -3.1407 0.000
H 2.7012 4.0411 0.7859 0.000
H 4.5883 0.4381 2.2569 0.000
H 2.1278 -2.2600 -2.3661 0.002
H 2.2036 0.8965 -1.0675 0.003
C -0.4540 0.9556 -1.8175 0.039
C 0.2702 -1.1938 -2.7103 0.020
H -4.2990 -0.2877 -2.3774 0.000
C 1.4088 -2.8032 2.7299 -0.038
H -2.4053 1.1620 2.1727 0.000

***

(6)
75
Properties=species:S:1:pos:R:3:lowdin_spin:R:1 method="wB97M-V/def2-TZVPD" multiplicity=2 relative_energy_kj_mol=106.7 total_charge=+2 energy_ha=-6301.54172 gap_ha="0.3160 / 0.2506" homo_ev="-14.115 / -14.146" molar_mass_g_mol=705.862 e_lumo_ha="-0.203 / -0.269"
C -3.5692 1.9779 1.6287 0.000
C -2.5406 -3.6373 0.4231 0.001
H -5.4882 -4.6547 1.9879 0.000
H 8.1509 0.4726 -0.2319 0.000
H -2.2445 -2.6021 -2.7059 0.000
H 0.0276 -0.4613 0.4465 0.014
H -4.5816 -3.4821 -2.6078 0.000
H -5.0149 -2.3374 -3.8723 0.000
N 2.0778 2.2770 -0.4703 0.025
F 2.0107 -3.9102 0.0311 0.007
H -4.3589 -0.4231 -2.3854 0.000
C -2.0707 1.9310 1.7029 0.001
H 2.0249 6.5235 -2.5806 0.000
Ge -1.2246 -1.1341 -0.1581 0.015
F 3.5844 -1.9885 0.8983 0.008
C -2.3019 -2.2323 1.0050 0.005
C -2.5755 -1.5602 -2.7314 0.001
H 0.8224 7.9575 -1.1264 0.000
H -0.5853 -0.6569 -2.4718 0.000
C 7.3315 -1.0677 1.0804 0.004
H -3.2471 -1.6950 1.1250 0.000
H -3.4175 -5.5063 0.9684 0.000
H -5.9391 -2.3807 -2.3754 0.000
C 1.5400 -2.7176 0.2933 0.018
H 7.8341 -1.0782 -1.0401 0.000
C 5.3073 0.1691 0.9361 0.031
N 0.6784 1.5321 1.6909 -0.001
O 0.8219 7.0108 -0.9551 0.000
C 2.5571 -1.5739 0.1121 0.109
F 0.9971 -2.7048 1.5046 0.000
H 2.8961 6.8924 -1.0868 0.000
H -4.8880 0.7508 0.8416 0.000
C -3.9941 -1.4342 -2.1858 0.000
H 0.4280 0.3282 3.3420 0.000
H -1.5843 -4.1434 0.2724 0.000
C -4.9360 -2.4656 -2.7919 0.000
C 3.0535 4.1551 -1.5523 0.000
H -5.3005 -3.9015 0.4092 0.000
H -2.5753 -1.2704 -3.7847 0.000
C -1.4555 1.1112 2.6541 0.000
H 8.2213 -0.9492 1.6945 0.000
H -4.9374 -2.9957 1.8845 0.000
C 2.0034 4.9720 -1.1383 0.002
C -0.0869 0.9507 2.6191 0.000
H -3.9913 2.0495 2.6346 0.000
C 7.4877 -0.3882 -0.2763 0.001
H 5.9688 -0.5516 2.6951 0.002
H 3.8339 2.1576 -1.5461 0.000
C -1.2668 2.6133 0.8046 0.000
H -1.9297 0.3702 -1.9730 0.000
C 0.1036 2.3822 0.8336 0.002
C 1.0681 3.0594 -0.0706 0.003
F 2.9875 -1.6884 -1.1908 0.033
C 0.9828 4.4010 -0.3893 0.001
H -3.9016 2.8413 1.0489 0.000
H -1.8138 -2.2828 1.9797 0.000
H -3.0218 -3.5555 -0.5562 0.000
H -2.0455 0.6025 3.4064 0.000
Cu 2.0436 0.3603 0.1836 0.497
H 3.8612 4.5477 -2.1560 0.000
C 1.9869 6.4313 -1.4888 0.000
N 6.1878 -0.4162 1.7176 0.024
C -3.4287 -4.4804 1.3402 0.001
C -1.5713 -0.6654 -1.9982 0.001
H -1.6948 3.2688 0.0567 0.000
S 5.8190 0.2048 -0.7096 0.003
H -2.9886 -4.5106 2.3409 0.000
C 3.0569 2.8225 -1.2005 0.004
S 3.8694 0.8259 1.5615 0.184
F 0.4535 -2.5613 -0.6185 0.001
H 0.1738 5.0130 -0.0186 0.000
H -3.9941 -1.5380 -1.0937 0.000
C -4.8643 -3.9759 1.4082 0.000
H 7.1140 -2.1323 0.9728 0.001
O -3.9375 0.7478 1.0026 0.000